(1)
10
Properties=species:S:1:pos:R:3:forces:R:3 method="wB97M-V/def2-TZVPD" spin_multiplicity=1 relative_energy_kcal_mol=65.0 e_homo_ha=-0.365 lumo_energy_ha=0.026
S 1.93251 -1.14530 -0.96433 0.39 0.67 -0.80
O 1.31327 -0.60055 0.43957 -0.50 0.61 0.80
O 3.14093 -0.40577 -1.29429 0.31 -0.53 -0.12
N -1.78769 0.43158 0.88414 0.62 -0.01 1.43
C 0.67459 0.04911 -0.67282 -0.48 1.00 -1.01
H -1.09430 -0.38109 0.99897 -2.14 1.56 0.20
H -2.71119 0.20348 0.54214 0.27 -0.82 -0.38
H -2.03060 0.88584 1.79273 0.94 -0.74 -0.81
H -0.39723 -0.16679 -0.77940 0.75 0.07 -0.10
H 0.95970 1.12950 -0.94670 -0.16 -1.81 0.79



(2)
65
Properties=species:S:1:pos:R:3:forces:R:3 method="wB97M-V/def2-TZVPD" spin_multiplicity=2 e_homo_ha="-0.497 / -0.474" total_charge=+2 lumo_energy_ha="-0.238 / -0.237"
V 0.75288 -0.68550 0.25268 1.07 2.84 -1.76
P -1.03189 0.80602 -0.09097 -0.93 0.82 -0.20
O -0.15580 -2.31113 0.17707 -1.93 -1.61 0.49
O 0.50027 -4.04064 -0.93415 -0.29 -0.16 -0.13
N 1.43597 -0.60865 2.04402 1.04 0.43 1.67
N 3.71855 -1.66091 -1.55882 0.08 -0.09 0.07
N 2.24147 1.44562 1.39985 -0.11 0.03 -0.03
N 0.70234 -2.95142 -0.44939 -0.36 -3.35 -0.83
N 3.50522 -0.39085 -0.99146 0.20 0.15 -0.07
N 1.82455 -2.29351 -0.52248 0.73 1.30 0.61
N 2.92134 -3.81660 -1.93315 -0.04 -0.01 0.11
C 2.02838 -1.63112 4.11885 -0.15 -0.07 -0.26
C -0.17779 -1.42949 -3.35459 0.01 -0.23 -0.18
C 0.39450 2.66324 -1.62549 -0.13 -0.10 0.08
C 1.36123 -1.62660 2.91490 -0.02 -0.53 0.77
C 2.81368 -0.52742 4.45250 -0.16 0.13 -0.42
C -3.71751 1.34004 0.83888 0.07 -0.08 0.06
C -1.38237 -2.01201 -3.72376 0.24 0.01 0.04
C -2.51824 -0.77701 -1.99926 0.04 -0.07 0.00
C 2.90374 0.52536 3.56256 0.00 -0.09 -0.12
C -2.43477 0.58076 1.16581 0.26 0.08 -0.37
C -2.08110 2.82173 -1.76406 0.07 0.04 0.03
C -2.54675 -1.68436 -3.04719 -0.03 0.11 0.07
C -0.90861 2.56816 -0.81761 -0.10 -0.45 0.20
C -1.31040 -0.22155 -1.58409 0.40 0.17 0.26
C 2.19499 0.45737 2.35926 0.13 0.16 0.54
C -0.88051 3.58993 0.31708 -0.05 -0.08 -0.08
C 2.81911 -2.63639 -1.34316 0.46 -0.27 -0.90
C -0.13551 -0.55471 -2.28107 -0.13 0.18 0.15
C -2.71783 -0.92076 1.27835 0.13 -0.02 -0.07
C -1.84460 1.03086 2.50912 0.02 -0.01 -0.14
H -0.96745 0.42424 2.75688 -0.07 0.10 0.08
H -3.44136 -0.51086 -1.50787 -0.03 0.00 0.02
H 1.27734 2.35778 -1.05350 -0.01 0.02 -0.06
H 3.50756 1.39624 3.77170 -0.01 0.05 0.07
H -0.11940 3.35634 1.06229 0.05 0.03 0.11
H -3.15688 -1.34560 0.38019 0.03 -0.04 0.01
H -0.65069 4.57143 -0.09093 0.04 0.12 -0.06
H -4.48725 1.04739 1.55043 -0.09 -0.01 0.10
H -3.42362 -1.09094 2.08963 -0.03 0.07 0.13
H 0.71942 -1.64621 -3.92024 0.04 -0.03 0.00
H 2.68766 2.31008 1.68418 -0.13 -0.10 -0.12
H 0.33102 2.07287 -2.53853 0.09 -0.05 0.01
H -1.41022 -2.71639 -4.54009 -0.02 -0.03 -0.11
H -1.84364 3.66757 0.81189 -0.05 -0.01 0.14
H 0.71470 -2.44917 2.62856 0.09 0.01 0.00
H 1.34496 1.58548 0.92858 0.22 0.29 0.14
H -2.05401 2.13017 -2.60525 -0.06 0.01 -0.05
H 3.66098 -4.04093 -2.58261 0.01 0.12 0.06
H 2.18389 -4.50145 -1.77185 0.25 0.23 -0.02
H 3.70208 0.33257 -1.68288 -0.06 -0.26 0.05
H 1.95135 -2.47623 4.78207 -0.10 -0.07 0.05
H -2.01015 3.83347 -2.15938 0.03 0.12 -0.07
H 4.56242 -1.85494 -2.08960 -0.16 0.04 0.17
H 4.12503 -0.24213 -0.19371 -0.13 -0.12 -0.19
H 0.81368 -0.06957 -2.01864 -0.14 0.00 -0.21
H -1.56321 2.08089 2.51434 0.03 0.09 0.03
H -3.48249 -2.13776 -3.33973 -0.07 0.03 -0.04
H -1.80418 -1.47354 1.50731 -0.18 -0.03 0.05
H 3.32507 -0.49612 5.40094 0.13 0.05 0.07
H -4.08835 1.10494 -0.15597 -0.07 0.02 -0.05
H -2.58884 0.88260 3.28900 -0.06 -0.02 0.10
H -3.59160 2.41580 0.92148 -0.01 0.09 -0.04
H 0.54442 3.69887 -1.92965 -0.01 0.07 0.01
H -3.04278 2.73467 -1.26923 -0.07 0.00 0.03



(3)
43
Properties=species:S:1:pos:R:3:forces:R:3 method="wB97M-V/def2-TZVPD" spin_multiplicity=1 e_homo_ha="-0.310 / -0.310" lumo_energy_ha="-0.079 / -0.079"
Ir 1.31539 1.80402 0.08110 0.67 0.12 -0.22
S -1.41863 3.94935 -3.24270 0.07 -0.06 0.02
S 0.56492 2.22997 -4.65874 -0.01 -0.02 0.07
S 1.83074 1.49087 -2.03437 0.02 0.01 0.29
S -0.16138 3.25879 -0.60289 -0.05 -0.13 0.19
O -1.28928 3.66893 -5.86008 0.09 -0.02 0.11
O -0.11449 -2.47462 1.28603 -0.01 -0.14 -0.06
O 2.84343 0.71566 1.15663 -0.78 0.04 0.46
O 1.30283 1.85287 2.23500 -0.04 0.06 0.01
N -0.18381 -0.19539 1.08832 -0.22 -0.22 0.39
C -2.34259 0.50424 0.27404 -0.06 0.04 0.04
C 2.09289 0.85926 2.18261 0.48 0.00 -0.44
C 2.81107 -0.26293 4.30098 0.03 0.08 0.10
C -0.89084 -0.76652 -1.20224 0.03 -0.02 0.00
C -0.27017 3.06877 -2.26531 -0.42 0.41 -0.05
C 1.02236 -2.32765 3.83685 -0.06 -0.05 0.01
C 0.63719 2.27217 -2.91476 0.22 -0.14 -0.48
C 0.39246 -1.50845 -1.46705 -0.14 0.01 0.06
C -0.80872 3.36030 -4.81171 -0.12 0.01 -0.11
C 1.98726 -0.22865 3.18908 -0.01 -0.11 -0.17
C -3.01684 0.07979 -1.98122 -0.04 -0.01 -0.07
C -1.60051 -1.24209 -3.57718 -0.01 0.04 0.07
C 0.21012 -1.39616 1.71061 0.07 0.24 -0.07
C -3.26724 0.64757 -0.74195 -0.08 0.04 0.00
C -1.84723 -0.63097 -2.22190 0.06 -0.01 0.06
C 1.08237 -1.26859 2.93930 0.00 -0.05 -0.04
C 1.82764 -2.35143 4.96330 0.01 0.01 0.02
C 2.72614 -1.32067 5.19465 -0.02 0.02 -0.02
C -1.16664 -0.19050 0.03924 0.20 -0.18 -0.13
H -0.76175 -0.75395 -4.08116 -0.01 -0.03 -0.01
H 0.33745 -3.13751 3.62363 0.01 0.00 0.02
H 3.51935 0.54028 4.46423 -0.02 -0.04 0.00
H -1.35737 -2.30298 -3.49154 0.00 0.02 -0.03
H -0.37631 0.51802 1.78253 0.05 0.07 -0.01
H -2.47821 -1.13979 -4.21452 0.02 0.00 0.02
H -2.52058 0.94424 1.25034 0.00 -0.02 -0.04
H -4.18517 1.19498 -0.56747 0.03 -0.01 0.00
H 3.36780 -1.34079 6.06597 -0.01 0.00 -0.01
H 1.17553 -1.22584 -0.76595 0.02 0.01 0.01
H 1.76163 -3.18115 5.65476 0.00 0.01 -0.01
H 0.75791 -1.31565 -2.47504 -0.01 0.02 -0.01
H -3.74438 0.18672 -2.77873 0.03 -0.01 0.03
H 0.23568 -2.58449 -1.36269 0.02 0.02 0.00



(4)
78
Properties=species:S:1:pos:R:3:forces:R:3 method="wB97M-V/def2-TZVPD" spin_multiplicity=3 relative_energy_kcal_mol=0.0 e_homo_ha="-0.381 / -0.388" total_charge=+1 lumo_energy_ha="-0.135 / -0.153"
Mo -0.09494 -0.34562 -0.12082 -1.92 0.31 -0.67
Cl -1.97249 5.15372 -3.85209 0.03 0.03 -0.11
Cl -4.26483 4.97287 -1.70809 -0.10 0.06 0.04
P 0.97593 -3.50618 -0.74270 0.16 0.11 0.03
O 0.16880 -3.87166 -1.91412 -0.05 -0.06 -0.02
O 0.80526 -4.44027 0.53044 0.01 0.22 -0.14
O -1.87068 -1.41354 -0.79650 0.12 -0.02 -0.18
O -3.73255 0.93015 1.27162 -0.04 0.03 0.13
O 2.54085 -3.40485 -0.92382 -0.16 0.03 0.04
O 0.69778 -2.04710 -0.23309 0.77 -1.82 0.03
O 1.49238 1.16770 -3.25901 0.21 0.03 0.08
N -1.63420 0.95358 0.26596 -0.75 0.74 0.33
N -0.75444 -0.86366 1.77049 -0.33 -0.46 1.79
N 1.87473 0.26020 0.14152 1.43 0.20 -0.31
N 0.07912 1.06881 -1.42736 0.74 0.42 -0.84
C -2.30959 -1.69712 -1.91726 -0.05 -0.06 -0.06
C -0.12404 -5.76317 2.25368 0.09 0.09 -0.12
C -3.66002 -2.31478 -2.02294 -0.01 -0.10 0.13
C 2.82451 -5.56177 -2.08404 -0.19 0.21 0.07
C 4.10029 -0.30210 0.77607 0.26 0.03 -0.23
C -1.90328 1.95814 -0.68427 0.18 -0.06 -0.29
C -0.66671 -2.09915 3.80659 -0.05 -0.02 0.15
C -1.93869 -1.66009 4.15497 0.10 0.03 -0.15
C -0.11335 -1.69638 2.61062 0.07 -0.04 -0.10
C -2.58122 0.56744 1.17663 0.29 0.14 -0.19
C 4.52403 -0.20874 -0.54629 -0.07 -0.06 0.25
C -1.97363 -0.41770 2.12644 0.03 -0.05 -0.04
C -2.95107 2.86782 -0.70708 0.01 -0.07 -0.01
C -1.65192 -4.54040 0.68479 0.24 0.07 -0.08
C -0.31223 -6.50478 -0.12194 0.13 0.14 -0.06
C -1.55829 -1.44430 -3.17150 0.15 0.11 -0.01
C -2.60334 -0.80652 3.29032 -0.05 0.02 0.04
C -0.33964 -5.30604 0.81786 -0.34 -0.37 0.11
C 2.77558 -0.07404 1.07344 -0.35 0.06 0.20
C 3.95017 -5.07420 0.11676 -0.14 0.17 -0.08
C 1.27988 0.92238 -2.09742 -0.40 0.30 -0.19
C -1.95221 3.92470 -2.65149 -0.18 -0.04 0.19
C -0.90057 2.03093 -1.66519 -0.66 0.15 0.20
C 4.63332 -3.84268 -1.95255 -0.19 0.07 0.07
C -2.96719 3.84754 -1.69132 0.21 -0.07 -0.12
C -0.91450 3.00700 -2.64647 0.18 -0.19 -0.02
C 2.30122 0.39354 -1.13982 0.67 0.07 0.36
C 3.60868 0.14963 -1.51731 -0.26 0.10 -0.17
C 3.47558 -4.49613 -1.21236 0.31 -0.33 -0.09
H 5.36188 -4.60224 -2.23283 0.03 0.02 -0.01
H -3.70820 -3.01255 -2.85702 0.01 0.01 -0.01
H -0.39298 -6.17714 -1.15844 -0.03 -0.03 0.02
H -1.13982 -7.17727 0.10223 -0.02 0.02 0.03
H -1.82091 -4.27433 -0.35784 -0.06 0.03 0.00
H -2.39450 -1.97631 5.08320 -0.01 0.01 0.00
H 3.87140 0.26182 -2.56020 0.01 0.01 0.00
H 4.79486 -0.55875 1.56283 -0.04 0.02 0.04
H -1.02197 -2.36948 -3.40870 -0.04 -0.08 0.05
H 0.85251 -2.06019 2.28711 -0.01 -0.03 -0.04
H 3.10552 -5.46740 0.67992 0.03 -0.05 0.03
H 5.12394 -3.11036 -1.31099 0.03 0.03 -0.01
H -1.63163 -3.63050 1.28822 -0.03 0.00 0.01
H -0.91862 -6.44941 2.54464 0.00 -0.01 0.01
H -4.37175 -1.50756 -2.22218 0.01 0.01 -0.04
H -3.94674 -2.79875 -1.09179 0.03 0.03 0.00
H 4.43648 -4.29642 0.70850 -0.01 -0.03 0.02
H 0.62020 -7.05718 0.00672 -0.03 -0.02 0.00
H -0.13064 -4.91252 2.93463 -0.01 0.03 0.03
H -3.59042 -0.41471 3.49329 0.00 0.01 -0.02
H 2.42346 -5.11623 -2.99454 0.02 -0.04 -0.01
H -3.73707 2.82573 0.02768 -0.03 0.03 -0.01
H -0.13653 3.04474 -3.39489 -0.03 0.06 -0.02
H 2.00193 -6.04140 -1.55373 0.03 -0.07 -0.05
H 4.66804 -5.87498 -0.05955 -0.01 0.00 -0.01
H -2.22923 -1.21170 -3.99692 -0.02 -0.01 0.03
H 4.27442 -3.34458 -2.85385 0.03 -0.02 -0.01
H 3.55644 -6.32281 -2.34999 0.04 0.01 0.03
H 0.83264 -6.27836 2.34428 -0.01 0.01 0.03
H 5.55435 -0.40522 -0.80861 0.01 0.01 0.01
H -0.10897 -2.75663 4.45825 0.02 -0.02 -0.04
H -0.81585 -0.65731 -3.05324 -0.04 0.03 -0.02
H -2.47482 -5.16678 1.02790 0.00 -0.01 0.00
H 2.40407 -0.14278 2.08787 0.00 -0.08 -0.01



Let's list largest force on an atom in order: 0.0517, 0.0682, 0.0176, 0.0400 hartree/bohr.
Let's list E in order: -17536.126, -70776.812, -75791.496, -87108.859 eV.